Entry 1:
Below is an isolated molecule of C18H34N2O2, with properties calculated with ωB97M-V with the def2-TZVPD basis set.

Properties
Largest force on an atom in eV/A: 19.2
Relative energy (zero: lowest compared OMol25 entry of this formula, charge and spin) in eV: 18.299
SMILES: CCCCC[C@H]1CC[C@H](C(=O)NCCN2CCOCC2)CC1

Geometry as ORCA input:
```
! wB97M-V def2-TZVPD RIJCOSX def2/J DEFGRID3
* xyz 0 1
C -7.6508 -2.5407 0.0736
C -6.4676 -1.5085 0.2502
C -7.0663 -0.0619 0.6171
C -6.1341 0.8761 0.9941
C -5.3343 1.2385 -0.0916
C -3.9546 0.6775 -0.2269
C -2.9448 1.2294 0.9114
C -1.6823 0.7865 0.9567
C -0.9264 0.4922 -0.5452
C 0.3687 -0.0347 -0.3765
O 0.4022 -1.2797 -0.1345
N 1.3487 0.4950 -0.8032
C 2.7006 -0.1133 -0.8790
C 3.6139 0.5745 -0.0051
N 4.9208 0.2666 0.0485
C 5.2783 -1.0850 0.3714
C 6.6654 -1.5242 0.1589
O 7.7287 -0.6875 0.6047
C 7.4121 0.4368 0.2308
C 6.0118 1.2115 0.5448
C -1.8705 0.0952 -1.2350
C -3.2472 0.8089 -1.4847
H -8.2426 -2.7803 0.9765
H -7.1392 -3.5603 -0.1768
H -8.3130 -2.1195 -0.6083
H -5.9877 -1.3397 -0.6956
H -5.7840 -1.7886 0.9600
H -7.9664 0.2858 -0.1332
H -7.8647 -0.2552 1.4502
H -5.5587 0.3567 1.6953
H -6.7019 1.8772 1.2825
H -5.2185 2.2806 0.0461
H -5.8042 1.1150 -1.2066
H -3.8916 -0.5554 0.1416
H -3.2824 1.1363 1.8974
H -2.7683 2.2287 0.7402
H -1.8423 -0.3703 1.0953
H -1.0860 1.1103 1.6202
H -0.7953 1.5820 -0.6481
H 1.3706 1.3307 -1.1496
H 3.2849 0.1752 -2.0160
H 2.5681 -1.0757 -0.6418
H 3.3311 0.5396 1.1338
H 3.6453 1.6728 -0.2094
H 4.5880 -1.9957 -0.2412
H 5.0833 -1.3838 1.4043
H 6.9553 -2.4083 0.1024
H 6.8992 -1.4932 -1.0853
H 8.1392 1.3449 0.7192
H 7.5244 0.7078 -0.9777
H 5.7345 2.0392 0.3489
H 5.8747 0.9732 1.7437
H -1.5402 0.2420 -2.2456
H -2.0922 -1.0311 -1.2598
H -3.9792 0.4371 -2.1696
H -3.0261 1.7434 -1.5979
*
```

Mulliken atomic charge list, values in e, 2 entries:
1 C -1.399
2 C -0.272

=====

Entry 2:
Below is a 2-piece molecular cluster, C18H34NO7 overall, with properties calculated with ωB97M-V with the def2-TZVPD basis set.

Properties
E in eV: -35035.9166
Largest force on an atom in eV/A: 2.4

Geometry as ORCA input:
```
! wB97M-V def2-TZVPD RIJCOSX def2/J DEFGRID3
* xyz -1 1
C -4.3966 -0.6569 1.5646
O -3.2364 -0.9797 0.8487
C -2.2600 0.0817 0.8698
C -1.3685 -0.1106 2.0969
C -0.0972 0.7418 2.2008
C 0.8986 0.0388 3.1540
C 2.3704 0.0927 2.7391
N 2.7583 1.3828 2.1693
C -1.5946 0.3019 -0.4901
C -2.5638 0.0444 -1.6545
C -3.6154 1.0926 -1.6721
C -3.1377 2.4990 -2.3181
O -4.1673 1.3932 -2.8160
O -0.3322 -0.2666 -0.7620
C 0.0264 -1.5635 -0.3783
C -1.0216 -2.6889 -0.5520
C -0.7726 -3.6080 -1.7320
O -1.3457 -3.4492 -2.7972
C 1.3069 -1.8692 -1.1622
C 2.3732 -0.7559 -0.8921
C 2.3871 0.2650 -2.0387
C 3.7756 -1.3715 -0.8236
H -5.0686 -1.5099 1.5416
H -4.1916 -0.4326 2.6136
H -4.9360 0.1915 1.1316
H -2.8371 0.9949 1.0496
H -1.9972 0.0700 2.9675
H -1.1258 -1.1704 2.1458
H 0.3491 0.9681 1.2406
H -0.3693 1.6565 2.7180
H 0.8050 0.4398 4.1609
H 0.6480 -1.0197 3.2409
H 2.6185 -0.7575 2.0940
H 2.9626 -0.0553 3.6425
H 2.5286 1.4178 1.1816
H 3.7661 1.4422 2.2236
H -1.4162 1.3746 -0.5493
H -3.1640 -0.8540 -1.5071
H -2.0647 0.1141 -2.6104
H -4.2617 1.1698 -0.8068
H -3.5935 3.0002 -1.3998
H -3.5886 3.2470 -2.9703
H 0.3550 -1.5845 0.6645
H -2.0548 -2.3739 -0.6357
H -0.9667 -3.3195 0.3391
H -0.0420 -4.4239 -1.5762
H 1.1145 -1.8222 -2.2305
H 1.7292 -2.8182 -0.8398
H 2.1061 -0.2275 0.0178
H 2.3638 -0.2413 -3.0031
H 3.2861 0.8741 -1.9877
H 1.5454 0.9447 -1.9828
H 4.1835 -1.4938 -1.8237
H 3.7492 -2.3458 -0.3343
H 4.4428 -0.7126 -0.2735
C 3.6610 3.7598 -1.1701
O 4.0538 4.8529 -0.6995
O 2.7405 3.0874 -0.2991
O 3.9336 3.1764 -2.2205
H 2.7484 3.7670 0.3927
*
```

Mulliken atomic charge list, values in e, 2 entries:
1 C -0.753
2 O -0.319

=====

Entry 3:
Below is C18H35BiNP2S2 as an isolated structure, with properties calculated with ωB97M-V with the def2-TZVPD basis set.

Properties
Largest force on an atom in eV/A: 2.1
Relative energy (zero: lowest compared OMol25 entry of this formula, charge and spin) in eV: 0.000

Geometry as ORCA input:
```
! wB97M-V def2-TZVPD RIJCOSX def2/J DEFGRID3
* xyz 3 1
Bi 0.1229 0.6976 -0.5463
S -1.0226 3.1754 -1.4755
S -0.8265 -1.8624 -1.0629
C -2.8267 2.8870 -1.3757
C -0.8726 2.9623 -3.2948
C -1.3926 1.6485 -3.8444
N -0.7134 0.4890 -3.2141
C -1.2962 -0.8084 -3.6464
C -0.6570 -1.9591 -2.8957
H 0.1835 3.1113 -3.5437
H -1.4544 3.7965 -3.7051
H -1.2216 1.6427 -4.9356
H -2.4755 1.5557 -3.6923
H -1.1215 -0.9561 -4.7259
H -2.3830 -0.7861 -3.4857
H 0.4155 -2.0428 -3.1207
H -1.1443 -2.9042 -3.1647
C -2.6599 -1.9252 -0.9294
H 0.2615 0.5089 -3.5309
H -3.1422 -1.0634 -1.4064
H -2.9145 -1.9517 0.1355
H -2.9872 -2.8596 -1.4037
H -3.0814 2.9640 -0.3122
H -3.1453 1.9119 -1.7661
H -3.3218 3.6932 -1.9357
C 4.3945 0.5909 -2.1900
C 4.8024 0.7577 -0.9246
H 4.1863 1.4534 -2.8348
H 4.3054 -0.4014 -2.6488
H 4.9509 1.7600 -0.5030
H 5.0906 -0.0892 -0.2898
C 3.1149 0.6662 1.9914
P 1.8941 -0.4113 1.1937
C 2.7231 -1.8190 0.3916
C 0.9837 -1.1678 2.6048
C 1.5818 -2.1721 3.3718
C 0.8228 -2.8758 4.3066
C -0.5074 -2.5221 4.5321
C -1.0815 -1.4397 3.8571
C -0.3509 -0.7784 2.8657
P -1.0991 0.5977 1.8823
C -2.8935 0.3034 1.9949
C -0.7666 2.0165 2.9830
H 3.7547 1.1348 1.2340
H 3.7282 0.0673 2.6774
H 2.5912 1.4405 2.5684
H 3.1881 -2.4442 1.1641
H 1.9776 -2.4218 -0.1496
H 3.4791 -1.4527 -0.3144
H 2.6336 -2.4270 3.2340
H 1.2719 -3.7084 4.8463
H -1.1043 -3.0814 5.2506
H -2.1089 -1.1458 4.0924
H -3.4291 1.0005 1.3318
H -3.1371 -0.7266 1.6986
H -3.2237 0.4680 3.0324
H -0.8025 1.6768 4.0264
H 0.2302 2.4310 2.7809
H -1.5239 2.7949 2.8211
*
```

Mulliken atomic charge list, values in e, 2 entries:
1 Bi 1.142
2 S -0.113

=====

Please write out number 3 again, unchanged.
Below is C18H35BiNP2S2 as an isolated structure, with properties calculated with ωB97M-V with the def2-TZVPD basis set.

Properties
Largest force on an atom in eV/A: 2.1
Relative energy (zero: lowest compared OMol25 entry of this formula, charge and spin) in eV: 0.000

Geometry as ORCA input:
```
! wB97M-V def2-TZVPD RIJCOSX def2/J DEFGRID3
* xyz 3 1
Bi 0.1229 0.6976 -0.5463
S -1.0226 3.1754 -1.4755
S -0.8265 -1.8624 -1.0629
C -2.8267 2.8870 -1.3757
C -0.8726 2.9623 -3.2948
C -1.3926 1.6485 -3.8444
N -0.7134 0.4890 -3.2141
C -1.2962 -0.8084 -3.6464
C -0.6570 -1.9591 -2.8957
H 0.1835 3.1113 -3.5437
H -1.4544 3.7965 -3.7051
H -1.2216 1.6427 -4.9356
H -2.4755 1.5557 -3.6923
H -1.1215 -0.9561 -4.7259
H -2.3830 -0.7861 -3.4857
H 0.4155 -2.0428 -3.1207
H -1.1443 -2.9042 -3.1647
C -2.6599 -1.9252 -0.9294
H 0.2615 0.5089 -3.5309
H -3.1422 -1.0634 -1.4064
H -2.9145 -1.9517 0.1355
H -2.9872 -2.8596 -1.4037
H -3.0814 2.9640 -0.3122
H -3.1453 1.9119 -1.7661
H -3.3218 3.6932 -1.9357
C 4.3945 0.5909 -2.1900
C 4.8024 0.7577 -0.9246
H 4.1863 1.4534 -2.8348
H 4.3054 -0.4014 -2.6488
H 4.9509 1.7600 -0.5030
H 5.0906 -0.0892 -0.2898
C 3.1149 0.6662 1.9914
P 1.8941 -0.4113 1.1937
C 2.7231 -1.8190 0.3916
C 0.9837 -1.1678 2.6048
C 1.5818 -2.1721 3.3718
C 0.8228 -2.8758 4.3066
C -0.5074 -2.5221 4.5321
C -1.0815 -1.4397 3.8571
C -0.3509 -0.7784 2.8657
P -1.0991 0.5977 1.8823
C -2.8935 0.3034 1.9949
C -0.7666 2.0165 2.9830
H 3.7547 1.1348 1.2340
H 3.7282 0.0673 2.6774
H 2.5912 1.4405 2.5684
H 3.1881 -2.4442 1.1641
H 1.9776 -2.4218 -0.1496
H 3.4791 -1.4527 -0.3144
H 2.6336 -2.4270 3.2340
H 1.2719 -3.7084 4.8463
H -1.1043 -3.0814 5.2506
H -2.1089 -1.1458 4.0924
H -3.4291 1.0005 1.3318
H -3.1371 -0.7266 1.6986
H -3.2237 0.4680 3.0324
H -0.8025 1.6768 4.0264
H 0.2302 2.4310 2.7809
H -1.5239 2.7949 2.8211
*
```

Mulliken atomic charge list, values in e, 2 entries:
1 Bi 1.142
2 S -0.113